# C2H8NO2P

A 2-piece molecular cluster, C2H8NO2P overall in a non-equilibrium geometry (the ωB97M-V functional and the def2-TZVPD basis, OMol25).

XYZ file:
```
14
Properties=species:S:1:pos:R:3:forces:R:3:lowdin_charge:R:1
C 0.85648 1.78669 -1.55271 -2.401 -1.462 1.658 -0.2490
P 0.53284 1.62876 0.26917 0.443 -2.323 -0.540 0.7583
O -0.30032 0.12105 0.11334 -0.427 4.210 -1.350 -0.3303
O -0.67045 2.71685 0.26235 -0.728 0.644 0.177 -0.3180
H 1.40038 1.08058 -2.07669 1.614 -2.079 -0.156 0.0089
H -0.14275 1.54679 -1.91160 -0.353 0.745 -0.368 0.0389
H 1.25569 2.66609 -1.88026 0.476 2.889 -0.540 -0.0030
H 0.03850 -0.61894 0.55908 1.025 -1.845 1.378 -0.0841
H -0.74817 3.29568 1.04264 0.245 -0.742 -0.383 0.0570
C -0.00483 -3.55503 0.82804 -2.236 -1.769 -2.153 -0.1314
N 0.41884 -2.44751 1.06806 3.420 4.152 4.196 0.0080
H -0.82048 -3.40078 0.13718 -0.456 -1.629 -0.641 0.0755
H 0.38228 -4.47717 1.18250 -0.054 -0.970 0.473 0.0672
H 1.10334 -2.47563 1.89932 -0.568 0.179 -1.749 0.1022
```
Forces are in eV/Å.

Results
LUMO level	1.0	eV
net charge	0

# C3H6OS

A 2-piece molecular cluster, C3H6OS overall in a non-equilibrium geometry (the ωB97M-V functional and the def2-TZVPD basis, OMol25).

XYZ file:
```
11
Properties=species:S:1:pos:R:3:forces:R:3:lowdin_charge:R:1
C -0.30398 0.27226 -1.93131 -0.554 -0.353 3.276 -0.1659
C 0.89637 0.35144 -1.08193 0.887 1.128 0.702 -0.2025
C -0.35323 -1.36130 2.18299 -1.665 -0.469 0.669 -0.4574
O 0.87912 -0.42271 -2.23161 -0.189 -0.532 -1.649 -0.0515
S -0.55418 -0.39567 3.53282 2.215 0.332 -1.081 0.6779
H -1.14820 -0.13893 -1.32113 0.613 -0.613 -1.367 0.1192
H -0.55029 1.13502 -2.46620 -0.178 1.014 -1.242 0.0828
H 1.00972 -0.29285 -0.23732 -0.396 -0.012 0.884 0.0716
H -1.34419 -1.90141 2.25537 0.567 -0.035 -0.543 -0.0826
H 1.49624 1.28138 -1.00925 -0.185 -0.642 -0.588 0.1142
H 0.71665 0.14417 3.31386 -1.116 0.183 0.939 -0.1057
```
Forces are in eV/Å.

Results
LUMO level	-0.3	eV
net charge	0

# C19H17BrN2O4S

One molecule with the formula C19H17BrN2O4S (the ωB97M-V functional and the def2-TZVPD basis, OMol25).

XYZ file:
```
44
Properties=species:S:1:pos:R:3:forces:R:3:lowdin_charge:R:1
O 2.12374 0.15680 -0.13318 0.086 -0.013 0.102 0.1054
C 1.46704 0.08730 -1.14624 0.045 -0.070 -0.179 -0.3979
N 0.17701 0.52761 -1.28472 -0.120 -0.080 -0.318 0.1481
C -0.65459 1.08269 -0.31282 -0.136 0.275 0.350 -0.2228
C -0.20125 1.42428 0.95998 0.110 0.023 -0.078 0.0044
C -1.08848 1.94721 1.88182 -0.066 0.077 -0.022 -0.0384
C -2.41255 2.12896 1.53873 -0.295 0.372 0.468 -0.2804
S -3.57292 2.72962 2.74977 -0.180 -0.419 -0.053 0.6510
O -4.65851 3.39230 2.08742 -0.055 -0.235 -0.158 -0.2931
O -2.85438 3.41655 3.78481 0.174 -0.273 -0.100 -0.2866
N -4.18842 1.29172 3.32959 0.047 0.729 -0.335 -0.1288
C -3.56094 0.68080 4.47699 0.243 -0.359 0.382 -0.2286
C -3.42942 -0.83893 4.29787 0.083 0.380 -0.064 -0.1370
C -2.55001 -1.18029 3.12919 -0.075 -0.121 0.070 -0.2436
C -3.09428 -1.38488 1.86879 0.022 -0.046 0.023 -0.0460
C -2.28421 -1.71145 0.79590 0.002 -0.085 -0.051 -0.0853
C -0.91681 -1.83274 0.96950 0.049 -0.115 -0.026 -0.1011
C -0.36067 -1.60617 2.21635 0.075 -0.085 0.024 -0.0819
C -1.17338 -1.28087 3.28711 -0.030 -0.061 0.003 -0.0440
C -2.87165 1.81233 0.27531 -0.001 0.027 -0.192 -0.0548
C -1.99252 1.29532 -0.65373 0.074 0.105 0.113 -0.0177
C 2.00278 -0.50578 -2.39238 -0.617 -0.054 -0.717 -0.1776
C 1.46837 -0.75366 -3.63666 0.202 0.217 0.822 -0.0029
C 2.48753 -1.34984 -4.40526 0.699 -0.126 0.314 -0.0731
C 3.56586 -1.42021 -3.56689 -0.172 -0.189 -0.732 -0.7690
Br 5.28096 -2.07946 -3.85342 -0.147 0.072 0.075 0.8268
O 3.28922 -0.92158 -2.36505 0.186 0.063 0.371 0.0405
H -0.26504 0.38111 -2.18050 0.158 0.005 0.113 0.1298
H 0.83229 1.26994 1.21832 -0.007 -0.001 0.022 0.1082
H -0.76032 2.23158 2.86841 0.129 0.008 0.117 0.1186
H -5.19421 1.27104 3.31516 -0.201 0.210 -0.124 0.1143
H -2.57324 1.13622 4.56294 0.007 -0.136 0.223 0.1098
H -4.11492 0.89650 5.39884 0.121 0.077 -0.094 0.1236
H -4.42463 -1.26188 4.15002 -0.018 -0.074 0.078 0.1148
H -3.00871 -1.25343 5.21557 -0.076 -0.051 0.027 0.1170
H -4.16177 -1.29727 1.73024 -0.130 0.008 -0.008 0.1126
H -2.72473 -1.88201 -0.17610 -0.037 -0.003 -0.088 0.1056
H -0.28277 -2.10509 0.13808 0.059 -0.011 -0.079 0.1018
H 0.70729 -1.68639 2.35087 0.117 0.002 0.015 0.1092
H -0.73660 -1.11577 4.26168 0.059 0.015 0.139 0.1157
H -3.90863 1.98750 0.03950 -0.130 -0.022 -0.140 0.1172
H -2.33874 1.04590 -1.64674 -0.061 -0.036 -0.108 0.1157
H 0.47567 -0.54719 -3.98271 -0.237 0.081 0.001 0.1105
H 2.44053 -1.67959 -5.42196 0.043 -0.079 -0.189 0.1100
```
Forces are in eV/Å.

Results
LUMO level	0.1	eV
net charge	0

# C5H10O

A 2-piece molecular cluster, C5H10O overall (the ωB97M-V functional and the def2-TZVPD basis, OMol25).

XYZ file:
```
16
Properties=species:S:1:pos:R:3:forces:R:3:lowdin_charge:R:1
C -0.32865 0.15087 1.99416 -0.020 -0.067 -0.002 -0.0578
C 0.11951 1.24153 1.04491 -0.150 0.085 0.082 -0.2389
C 1.14976 0.91198 -0.08191 0.151 -0.047 -0.162 -0.0201
C -0.25885 1.21983 -0.37517 -0.265 0.031 -0.180 -0.3830
O -1.12321 1.32870 -1.20206 0.461 -0.029 0.450 0.1093
H 0.39068 0.03108 2.81138 -0.102 0.020 -0.113 0.0792
H -1.30738 0.38412 2.42468 0.138 -0.028 -0.057 0.0804
H -0.41175 -0.81026 1.47409 0.009 0.165 0.064 0.0692
H 0.23373 2.23031 1.49000 -0.003 -0.127 -0.093 0.1398
H 1.91768 1.64850 -0.30857 -0.138 -0.087 0.030 0.1066
H 1.47442 -0.12443 -0.17032 -0.085 0.161 0.017 0.1009
C -0.41951 -2.04529 -1.61626 -0.008 -0.014 -0.008 -0.0440
H -0.85156 -2.82111 -2.25265 0.065 0.105 0.093 0.0188
H -0.75945 -2.19742 -0.58720 0.056 0.021 -0.168 0.0131
H 0.67122 -2.11361 -1.65602 -0.163 -0.002 0.003 0.0186
H -0.74078 -1.06140 -1.96557 0.053 -0.186 0.045 0.0079
```
Forces are in eV/Å.

Results
LUMO level	0.9	eV
net charge	0

# C3H3ClF2O

A 2-piece molecular cluster, C3H3ClF2O overall in a non-equilibrium geometry (the ωB97M-V functional and the def2-TZVPD basis, OMol25).

XYZ file:
```
10
Properties=species:S:1:pos:R:3:forces:R:3:lowdin_charge:R:1
C 0.45841 -0.40035 -0.85272 0.381 -0.288 0.660 -0.1845
C -0.19108 -2.05161 0.94234 0.261 1.147 1.699 -0.5709
C 0.28059 1.62694 0.28045 -0.890 1.211 -1.879 -0.0042
O -0.02565 0.79830 -0.92273 0.863 -1.030 0.028 -0.0485
F 0.32197 -1.09536 -1.98997 -0.444 1.744 0.162 0.0003
F -1.31781 -1.40057 1.27847 0.310 -0.127 -0.279 -0.1283
Cl -0.60474 -3.15547 -0.23194 -0.595 -1.391 -1.058 0.6669
H 0.99992 2.35680 -0.06562 -0.018 0.289 -0.335 0.0854
H 0.75863 1.19374 1.12540 -0.276 -1.355 0.466 0.0827
H -0.68026 2.12757 0.43631 0.409 -0.200 0.537 0.1011
```
Forces are in eV/Å.

Results
LUMO level	-0.2	eV
net charge	0

# C4H8N4O2

A 2-piece molecular cluster, C4H8N4O2 overall in a non-equilibrium geometry (the ωB97M-V functional and the def2-TZVPD basis, OMol25).

XYZ file:
```
18
Properties=species:S:1:pos:R:3:forces:R:3:lowdin_charge:R:1
O 2.37923 1.56794 0.35859 -0.755 0.180 -0.042 0.0696
N 1.35886 2.24570 0.54093 3.932 2.319 0.210 -0.3469
O 1.39207 3.45023 0.78333 -0.141 -0.709 0.002 0.1067
C 0.16708 1.66043 0.47246 -4.232 -2.395 0.254 -0.1799
C -0.70278 0.99126 -0.21042 1.250 0.376 -0.262 0.0144
C -1.16291 1.29100 1.14504 -1.729 0.987 0.734 -0.0529
H -0.97001 0.71565 -1.19464 -0.288 -0.504 -0.595 0.1104
H -2.00381 2.06923 1.11526 1.277 -0.914 0.749 0.1096
H -1.25566 0.47303 1.93359 0.452 1.197 -1.243 0.0979
N 0.18952 -1.26022 1.34231 -2.201 -2.892 -10.068 0.1171
C 0.62903 -1.65190 0.13503 -4.663 -0.757 7.552 -0.6092
N -0.13112 -2.54638 -0.57179 1.505 4.126 -0.158 0.1682
N 1.73585 -1.38051 -0.45439 4.590 2.514 -2.556 0.1593
H 0.44298 -1.15192 2.19602 3.233 1.206 6.058 -0.0549
H 0.23351 -2.60796 -1.45057 0.282 -1.400 -2.748 0.0536
H -0.64910 -3.19448 -0.14364 -2.319 -2.637 1.752 0.0524
H 2.21710 -0.51206 -0.28115 -0.063 0.231 1.370 0.0827
H 1.70451 -1.33345 -1.44894 -0.129 -0.928 -1.009 0.1021
```
Forces are in eV/Å.

Results
LUMO level	-0.5	eV
net charge	0

Orbital gap values, unit eV, following the record order: 9.46; 9.08; 8.69; 10.04; 8.84; 7.83.
Energy relative to the best compared isomer or geometry (same formula, charge and spin) values, unit eV, following the record order: 2.4492; 5.2417; 0.0000; 1.9012; 3.7668; 8.0634.
Calculated total energy values, unit eV, following the record order: -17076.9404; -16085.7489; -112026.4874; -7392.8642; -23159.0451; -14325.0381.